A cluster of 14 separate species, C20H42Cl26NOPSi in total at a distorted geometry, computed with ωB97M-V with the def2-TZVPD basis set.

The frontier orbital gap comes out at 9.55 eV. Its strongest force on any atom is 0.028 Eh/bohr. Its energy above the lowest of the compared OMol25 structures with the same formula, charge and spin is 0.0 kcal/mol. The calculation puts the HOMO energy at -9.45 eV.

Last column: Löwdin charge in e.
Element x y z (Å)
H -4.244 1.074 -0.522  0.034
H -1.848 4.628 4.077  0.021
H 5.195 1.453 6.507  0.026
H 4.493 0.972 -3.791  0.014
H -4.682 -7.466 -4.069  0.026
C 12.734 -1.724 -6.864  -1.046
C -3.995 1.899 0.137  -0.136
H -8.749 -5.696 -4.291  0.015
Cl -5.366 -5.221 -4.204  0.488
Cl -8.918 -5.513 -1.960  0.504
Cl -5.661 -5.314 8.780  0.493
Cl -5.349 -2.884 10.392  0.503
H -5.267 -3.112 8.057  -0.027
Cl -2.368 4.271 -2.647  0.519
H 3.433 0.864 -2.358  -0.010
C -3.310 -2.723 4.206  -1.030
Cl 7.247 -0.541 -5.987  0.506
C -0.347 -1.936 1.938  0.045
H -3.796 1.369 2.200  0.085
Cl 6.322 1.126 2.349  0.505
H 12.626 -0.731 -6.445  0.022
Cl 5.434 -0.348 -2.084  0.545
H -3.488 2.666 -0.443  0.007
Cl 14.272 -2.404 -6.317  0.498
Cl 12.653 -1.602 -8.625  0.500
H -0.703 -2.924 2.122  0.027
H -3.783 -2.948 3.257  0.000
H 11.931 -2.366 -6.525  -0.003
H 2.499 0.479 2.181  0.039
Cl -4.187 -3.569 5.486  0.538
C 0.410 3.316 -4.998  -1.050
O 0.912 0.645 -1.715  -0.521
C -5.865 -3.558 8.842  -1.040
C -5.518 -6.903 -3.674  -1.014
Cl -5.277 4.039 -2.446  0.536
C 2.898 2.026 0.726  -0.157
Cl -5.516 -7.049 -1.915  0.486
C -0.034 -0.794 1.737  -0.183
H -6.914 -3.330 8.699  0.025
H -1.747 3.018 0.732  0.074
H 8.521 0.278 -4.193  0.027
Cl -3.021 2.879 5.125  0.515
Cl -3.318 -0.973 4.439  0.510
H 3.171 3.042 1.003  0.073
H -6.455 -7.299 -4.048  -0.022
H -2.487 3.228 2.277  0.081
H 7.462 -1.067 -3.711  -0.040
H -2.282 -3.065 4.213  0.014
Cl -4.477 -3.898 -0.955  0.502
H -0.386 2.659 -4.673  0.009
N -0.875 1.919 2.332  -0.118
H -2.723 0.461 1.137  0.003
H -4.054 -1.722 -1.725  0.029
C -9.384 -6.149 -3.538  -1.018
H -1.205 1.387 3.131  0.057
H -0.761 3.342 4.650  0.010
C 2.018 1.395 1.848  -0.328
H -4.015 5.726 -3.486  0.027
Cl -4.134 -1.432 0.605  0.601
Cl 1.942 2.660 -4.417  0.542
Cl 9.500 -1.818 -4.614  0.510
C -3.135 1.447 1.340  -0.301
C 4.455 0.990 -2.708  -1.009
H -5.704 -1.902 -1.080  0.030
H 0.281 4.307 -4.583  0.010
Cl -9.193 -7.906 -3.631  0.515
H 2.441 2.008 -0.258  0.014
C 8.138 -0.696 -4.470  -1.042
C -2.042 2.471 1.627  -0.314
Cl 0.355 3.435 -6.762  0.508
H -1.406 0.632 -1.047  -0.008
Cl 3.529 3.108 6.601  0.507
Cl -1.274 4.899 6.337  0.519
Cl 3.854 0.955 4.644  0.523
C -3.924 4.650 -3.403  -0.997
H 2.001 2.072 2.698  0.044
C 4.670 2.046 5.768  -1.015
H -10.424 -5.905 -3.719  0.023
P -0.140 1.224 -0.831  0.620
H 6.679 1.708 0.103  -0.036
Si 0.259 0.993 1.378  0.440
C -4.659 -2.144 -0.931  -0.988
H -3.952 4.189 -4.382  0.028
C 7.197 1.918 1.032  -1.022
H 8.207 1.527 1.004  0.025
H 5.365 2.657 5.204  0.018
Cl 5.064 2.553 -2.144  0.527
Cl 7.282 3.671 1.243  0.502
H 3.842 1.489 0.674  0.033
H -4.928 2.312 0.514  0.073
C -1.625 3.949 4.890  -1.035
H -0.380 2.601 -1.055  -0.038